ORCA calculation (the ωB97M-V functional and the def2-TZVPD basis) on a 7-piece molecular cluster, C34H54ClF9O12SSi overall.

Each line ends with the Mulliken charge.
Positions of all 112 atoms, in Å:
1 O -2.996 5.295 -5.149  -0.36
2 C -0.206 -2.948 -3.211  1.15
3 C 0.399 -0.515 -3.588  -1.18
4 H 10.387 2.631 -2.653  0.25
5 H -3.950 -0.685 -1.506  0.16
6 H -5.974 2.583 7.843  0.26
7 F 0.885 -5.498 -1.649  -0.30
8 C -6.658 4.311 2.605  -0.18
9 H 2.245 0.430 -4.052  0.55
10 H -4.704 3.048 -3.456  0.18
11 O -7.049 3.079 0.634  -0.36
12 O -0.252 -7.051 5.475  -0.35
13 F -2.161 -3.519 -2.020  -0.24
14 O 9.770 -0.041 -3.501  -0.56
15 C -3.792 3.516 -3.824  0.05
16 C -6.031 3.654 8.039  -0.47
17 C 11.696 1.759 -1.133  -0.46
18 H 2.577 0.047 -1.690  0.40
19 F -1.175 -5.107 -3.106  -0.27
20 H 8.304 -4.290 -1.633  0.44
21 H -3.896 3.765 7.455  0.31
22 O -5.618 4.047 -0.767  -0.54
23 S -0.119 -4.658 -0.769  1.39
24 H 5.025 -2.403 -0.555  0.36
25 O -1.802 6.444 -3.651  -0.60
26 C -0.969 -4.024 -2.365  0.36
27 H -8.007 3.611 7.059  0.31
28 H -5.172 0.024 0.526  0.52
29 H 6.557 -4.148 -1.771  0.22
30 H 5.155 -0.073 -3.345  -0.19
31 H -7.727 2.388 2.444  0.30
32 C -0.452 -8.006 3.341  -0.49
33 H 0.279 -8.351 2.615  0.28
34 F -1.088 -3.811 0.167  -0.34
35 H -3.156 1.612 1.566  0.35
36 F 1.059 -3.380 -3.400  -0.20
37 H -0.867 -5.161 4.978  0.31
38 H 2.269 -1.676 -1.834  -0.60
39 C 7.616 -2.231 -1.764  0.24
40 H -4.980 4.747 -5.182  0.26
41 H 2.241 -1.271 -4.437  0.36
42 H 12.635 1.206 -1.158  0.26
43 C 11.068 1.788 -2.523  -0.50
44 C 10.653 0.972 -0.343  -0.46
45 H -1.637 -6.303 2.583  0.35
46 H -0.019 -0.603 -4.593  0.32
47 H -6.715 5.940 1.139  0.31
48 H 0.077 0.460 -3.220  0.36
49 F 0.911 -3.444 -0.747  -0.35
50 H -4.075 5.164 -2.424  0.20
51 H 8.670 -1.958 -1.730  0.02
52 O -6.579 4.564 5.936  -0.33
53 H -4.598 5.306 7.956  0.26
54 H -1.333 -8.648 3.272  0.28
55 O -4.549 4.962 5.099  -0.56
56 H -7.516 5.210 7.653  0.26
57 C -4.085 0.390 -1.364  -0.50
58 H -2.799 -0.073 1.140  0.26
59 C -6.101 5.078 1.408  -0.64
60 H -5.073 5.411 1.526  0.32
61 O -2.105 1.299 -2.479  -0.55
62 H -6.164 3.798 9.109  0.33
63 H -3.033 2.743 -3.948  -0.01
64 H -5.853 3.765 3.095  0.06
65 F 0.579 -5.228 0.528  -0.31
66 C 0.107 -8.140 4.746  0.51
67 C 10.238 0.518 -2.556  0.52
68 H -5.024 1.711 0.038  -0.46
69 C -6.196 4.070 0.283  0.62
70 C 5.316 -1.415 -0.928  -0.76
71 C -4.807 4.357 7.459  -0.48
72 C -7.622 3.341 1.931  -0.48
73 H -1.345 -1.294 -2.631  0.12
74 C -1.101 -6.187 4.704  -0.49
75 O -2.255 1.345 -0.254  -0.40
76 C -4.513 0.750 0.055  0.18
77 H -7.135 4.935 3.355  0.33
78 C 7.444 -3.689 -1.333  -1.31
79 H -2.139 -6.399 4.972  0.25
80 C -0.804 -6.525 3.245  -0.13
81 C -0.285 -1.541 -2.686  -0.56
82 H 0.063 -5.959 2.905  0.03
83 F -1.136 -5.871 -0.714  -0.34
84 H 7.183 -1.377 0.142  0.41
85 H -4.747 0.761 -2.142  0.31
86 H 11.775 1.789 -3.348  0.31
87 F -0.821 -3.011 -4.424  -0.36
88 H 0.109 -1.489 -1.673  0.41
89 H 7.319 -2.127 -2.812  0.18
90 C -2.581 5.568 -3.883  0.39
91 C -4.000 4.266 -5.135  -0.52
92 Si 4.492 -1.149 -2.575  0.59
93 H 9.860 1.615 0.046  0.26
94 C 2.672 -0.811 -2.368  0.33
95 H 11.065 0.384 0.473  0.32
96 C -5.229 4.667 6.037  0.55
97 C -3.167 0.883 0.760  -0.58
98 C -3.268 4.624 -2.919  -0.18
99 H -2.567 4.289 -2.158  0.27
100 H -3.861 3.657 -6.025  0.33
101 C 1.931 -0.548 -3.679  -0.87
102 O 10.070 0.060 -1.288  -0.29
103 H 4.868 -0.691 -0.237  0.44
104 H 7.105 -0.230 -1.180  0.20
105 C -7.160 4.272 7.221  -0.44
106 Cl 4.627 -2.878 -3.727  -0.32
107 H 11.888 2.741 -0.707  0.32
108 H 7.359 -3.766 -0.245  0.29
109 C -2.728 1.054 -1.486  0.77
110 H -8.613 3.774 1.779  0.30
111 O 0.754 -9.029 5.210  -0.56
112 C 6.842 -1.252 -0.893  -0.74

The HOMO-LUMO gap comes out at 9.712 eV. The largest force on an atom comes out at 0.29 eV/A.



ORCA calculation (the ωB97M-V functional and the def2-TZVPD basis) on C34H54F3InN7O8P2S as an isolated structure.

Each line ends with the Mulliken charge.
Positions of all 110 atoms, in Å:
1 H -1.871 3.721 3.728  0.26
2 O -0.727 -0.968 1.771  0.01
3 H -0.681 1.949 -4.833  0.60
4 H 3.694 -1.219 0.580  0.70
5 H -3.188 0.325 -3.717  0.27
6 C -1.078 5.065 2.453  0.61
7 C -3.117 -0.748 2.131  -1.68
8 C 0.967 -3.979 0.410  1.73
9 H 6.065 -0.538 -2.922  0.44
10 N -3.159 -1.644 -1.558  -0.41
11 H -3.878 -0.062 2.497  0.38
12 C -0.982 -2.619 -1.338  -0.63
13 C -1.581 1.242 2.215  0.10
14 C 0.597 3.340 -0.433  -0.56
15 C 2.532 -1.173 4.500  0.57
16 C 2.190 4.867 0.944  -1.09
17 O 3.776 0.793 3.275  -0.75
18 C -0.179 -4.129 1.415  -1.85
19 O 2.171 -0.553 2.015  -0.80
20 H 0.050 -1.509 -3.762  0.21
21 H -5.687 -2.263 -1.764  0.50
22 P -1.110 0.181 -1.551  1.97
23 C -0.793 1.850 -3.750  -1.78
24 H -0.564 6.389 0.311  0.35
25 H 2.325 6.956 0.668  0.61
26 H 0.092 2.254 -3.263  0.20
27 C 1.376 3.570 0.862  0.61
28 C -1.011 0.367 -3.427  2.11
29 H -2.235 3.693 1.628  0.35
30 C -3.249 -5.285 -2.111  -0.71
31 C 2.271 -3.754 1.188  -1.78
32 O -2.350 2.041 2.759  -1.01
33 H 2.423 -4.598 1.865  0.59
34 H -3.096 1.540 -1.978  0.81
35 C 0.221 6.620 1.024  -0.87
36 H -6.551 -4.542 -2.226  0.43
37 H -3.123 0.848 -0.363  0.38
38 N -1.418 -3.830 -1.593  -0.27
39 H 1.471 6.154 -0.630  0.27
40 H 1.929 -5.210 -1.126  0.36
41 O 1.363 1.038 3.656  -0.63
42 C -5.489 -4.370 -2.114  -0.59
43 N -1.731 4.556 1.417  -0.24
44 O 0.737 2.184 -0.967  0.46
45 H -1.153 -4.202 0.928  0.24
46 H 2.490 4.976 1.991  0.41
47 H 3.005 2.381 0.477  0.25
48 H 2.606 2.426 2.053  0.40
49 H 3.123 4.723 0.390  0.37
50 H -2.387 -1.203 -4.080  0.34
51 P 0.722 -2.428 -0.628  1.98
52 C 4.208 0.532 -2.751  -1.29
53 C 3.099 0.744 -1.952  -0.64
54 H -0.488 -0.179 4.298  0.21
55 H 0.624 3.555 1.648  0.35
56 C 1.117 -5.271 -0.401  -1.82
57 C 5.184 -0.354 -2.322  -0.51
58 H 0.203 -5.538 -0.924  0.22
59 H -0.196 -3.305 2.128  0.03
60 H 2.816 -3.019 -1.676  0.56
61 C -5.026 -3.115 -1.855  -0.54
62 H 0.295 6.356 3.139  0.24
63 H 5.744 -1.689 -0.723  0.54
64 H 1.371 -6.075 0.294  0.53
65 H -4.989 -6.445 -2.466  0.43
66 F 1.445 -1.938 4.387  -0.16
67 C -1.732 -0.251 2.529  1.76
68 H 1.440 -3.579 -2.648  0.55
69 H 3.137 -3.718 0.521  0.26
70 H 2.242 -2.843 1.782  0.03
71 N 2.922 0.119 -0.779  0.55
72 F 2.579 -0.665 5.725  -0.21
73 C -1.862 -1.491 -1.425  -0.46
74 C -2.481 1.307 -1.112  -1.35
75 C 5.009 -0.996 -1.107  -1.19
76 C 1.828 -2.754 -2.050  -1.57
77 H 2.317 1.435 -2.238  0.81
78 H -1.604 -1.560 4.222  0.50
79 C 0.176 -0.440 -3.947  -1.55
80 C -2.281 -0.120 -4.126  -1.88
81 S 2.472 0.197 3.274  1.21
82 H 1.923 -1.870 -2.674  -0.04
83 H 0.261 -0.306 -5.028  0.63
84 F 3.606 -1.928 4.293  -0.22
85 H -2.215 0.065 4.586  0.42
86 O -0.688 1.594 1.368  -0.68
87 C -2.741 -3.994 -1.826  0.10
88 C -4.593 -5.462 -2.253  -0.57
89 In 0.933 0.477 0.502  2.34
90 C 3.867 -0.739 -0.371  -0.48
91 H -3.293 -1.735 2.560  0.44
92 H -1.307 4.612 0.491  0.16
93 H -1.162 -1.313 0.979  -0.68
94 H 1.113 -0.109 -3.494  -0.01
95 C 1.583 6.184 0.452  -0.63
96 H -1.643 2.463 -3.451  0.34
97 H -0.029 -5.054 1.977  0.67
98 O -0.145 4.229 -0.854  -0.83
99 H -2.550 -6.106 -2.195  0.50
100 H -2.218 0.162 -5.180  0.58
101 C -1.484 -0.498 4.008  -1.97
102 N 2.214 2.389 1.116  -0.15
103 N -1.373 4.604 3.673  -0.40
104 N -0.155 6.021 2.304  -0.15
105 H -0.877 4.929 4.483  0.20
106 C -3.632 -2.900 -1.722  0.32
107 H -2.057 2.227 -0.717  -0.07
108 H 0.205 7.702 1.156  0.43
109 H 4.298 1.060 -3.690  0.54
110 H -3.223 -0.825 1.044  0.39

The HOMO-LUMO gap comes out at 7.821 eV. The largest force on an atom comes out at 0.60 eV/A. The energy relative to the best compared isomer or geometry (same formula, charge and spin) comes out at 0.00 kJ/mol. Its net charge is +1.



ORCA calculation (the ωB97M-V functional and the def2-TZVPD basis) on a 3-piece molecular cluster, C34H54F3N5O3 overall at a distorted geometry.

Each line ends with the Mulliken spin population.
Positions of all 99 atoms, in Å:
1 N 7.157 -7.320 -2.089  0.35
2 H -3.019 6.471 2.367  0.01
3 H -2.997 9.487 1.788  0.00
4 H 5.077 -8.770 -0.686  0.00
5 C -3.886 9.006 2.201  0.02
6 C -2.639 9.188 4.411  0.02
7 H 8.904 -9.878 -1.812  0.00
8 H 6.950 -8.308 0.613  0.00
9 O 6.824 -6.482 -1.146  0.57
10 H 0.483 -2.173 1.367  0.00
11 H 4.356 -7.341 -4.101  0.00
12 H -2.377 -4.203 -0.941  0.00
13 C 5.620 -9.240 -1.515  0.02
14 C 7.594 -8.810 -0.108  -0.01
15 C 1.266 -4.399 0.098  0.00
16 C -2.616 -2.102 -0.853  0.00
17 C 6.316 -5.502 -3.582  -0.01
18 C -6.216 9.408 3.003  0.02
19 C 7.986 -9.656 -2.356  0.01
20 N -4.723 7.828 4.268  0.37
21 H 5.786 -4.937 -2.818  0.00
22 H 7.331 -5.106 -3.660  0.00
23 H 7.648 -9.859 0.188  0.00
24 C -2.591 7.127 3.128  -0.02
25 C -3.515 5.275 -1.617  0.00
26 H 7.499 -10.605 -2.582  0.00
27 C -7.125 8.097 4.920  -0.01
28 C -5.877 8.780 4.358  0.02
29 H -2.279 10.069 3.878  0.00
30 C -0.201 -4.557 0.587  0.00
31 H -2.603 5.348 -2.224  0.00
32 N -3.809 2.805 -1.446  0.00
33 H 1.744 -5.385 -0.008  0.00
34 H -4.648 10.910 2.890  0.00
35 H 3.245 -3.267 -0.732  0.00
36 H 5.201 -9.612 -3.606  0.00
37 H 8.000 -7.349 -4.667  -0.01
38 H 5.811 -5.300 -4.527  0.00
39 H -3.486 -2.163 -1.496  0.00
40 H -1.766 8.647 4.781  0.00
41 H -2.763 3.658 0.167  0.00
42 C 6.333 -7.004 -3.296  0.03
43 H 3.785 -9.277 -2.639  0.00
44 C -3.522 8.283 3.508  0.02
45 H -4.202 8.269 1.454  0.00
46 H -1.660 7.517 2.714  0.00
47 O 1.296 -3.765 -1.162  0.00
48 H 4.362 -6.924 -2.401  0.00
49 F 1.802 -2.726 -3.614  0.00
50 H -6.636 8.648 2.335  0.01
51 C -0.972 -0.934 0.473  0.00
52 C -4.442 4.088 -1.923  0.00
53 F 3.677 -1.842 -2.959  0.00
54 C -3.612 0.479 -1.796  0.00
55 H -5.277 10.404 1.342  0.00
56 H 8.329 -9.230 -3.295  -0.01
57 O -5.151 6.719 3.729  0.56
58 H -0.663 -5.414 0.092  0.00
59 H -7.912 8.831 5.087  0.00
60 N -3.718 6.116 -0.694  0.00
61 N -0.913 -3.285 0.260  0.00
62 H -4.832 10.619 5.018  0.00
63 C -1.982 -3.282 -0.518  0.00
64 C 4.893 -7.507 -3.164  0.03
65 C 6.948 -7.621 -4.569  0.02
66 C -5.585 9.913 5.363  0.02
67 C 2.837 -2.874 -2.775  0.00
68 C -2.719 0.430 -0.710  0.00
69 C -4.126 1.696 -2.130  0.00
70 H -2.336 6.517 3.997  0.00
71 H -0.223 -4.688 1.674  0.00
72 H -7.532 7.347 4.243  0.00
73 H -6.485 10.503 5.538  0.00
74 H -5.266 9.511 6.326  -0.01
75 H -4.602 5.871 -0.232  0.00
76 H -3.870 -0.420 -2.340  0.00
77 H -1.728 1.590 0.844  0.00
78 H -4.796 1.765 -2.984  0.00
79 C -2.992 2.760 -0.404  0.00
80 H -3.143 9.529 5.311  -0.01
81 H -5.440 4.195 -1.486  0.00
82 H 6.867 -8.705 -4.611  0.00
83 C -2.109 -0.912 -0.358  0.00
84 H 1.827 -3.865 0.879  0.00
85 H 2.184 -1.847 -0.975  0.00
86 C -2.406 1.581 -0.001  0.00
87 C -0.413 -2.146 0.751  0.00
88 C 4.827 -8.985 -2.793  -0.02
89 H -6.912 7.616 5.877  0.00
90 C 7.062 -8.708 -1.541  0.03
91 F 3.488 -3.996 -3.073  0.00
92 H -6.995 10.162 3.130  0.00
93 H 8.595 -8.386 -0.024  0.00
94 C 2.394 -2.875 -1.310  0.00
95 H 6.431 -7.251 -5.456  0.00
96 H -4.474 3.995 -3.015  0.00
97 H 5.627 -10.310 -1.300  0.00
98 C -4.999 10.038 2.333  -0.02
99 H -0.576 0.008 0.829  0.00

The spin multiplicity is 3. The HOMO-LUMO gap (spin up / spin down) comes out at 3.181 / 3.970 eV. The expectation value of S² is 2.01. The largest force on an atom comes out at 2.95 eV/A. Its net charge is +2.



ORCA calculation (the ωB97M-V functional and the def2-TZVPD basis) on C34H54N2O2PtSe3Te as an isolated structure at a distorted geometry.

Each line ends with the Mulliken charge.
Positions of all 97 atoms, in Å:
1 H 2.510 -0.818 3.992  0.31
2 H -3.215 -2.360 -1.156  0.19
3 C 1.122 -1.941 0.083  0.39
4 C 1.914 -5.755 -1.777  -1.63
5 H -1.506 4.997 2.404  0.38
6 H -1.309 0.920 -1.381  -0.16
7 H 3.932 4.532 -2.487  0.47
8 Se -3.412 -0.459 2.375  -0.11
9 H -0.838 -1.926 6.184  0.33
10 H 0.331 4.069 -3.309  0.37
11 H 1.291 -2.076 3.832  0.56
12 N 1.175 -0.622 2.335  0.30
13 C -1.833 -1.044 -2.193  2.64
14 H 1.864 -2.571 1.944  0.63
15 C -2.194 -1.581 -3.580  -2.63
16 C 1.753 0.752 2.078  -1.92
17 H 3.060 1.597 -2.466  0.34
18 H 1.726 1.278 3.030  0.54
19 C 1.784 -1.625 1.407  -2.39
20 C 1.463 -1.005 3.735  -0.98
21 H 2.674 -3.365 -0.286  0.49
22 H -0.419 4.282 -1.158  0.63
23 H 2.791 1.657 -0.226  0.41
24 H 2.355 -6.597 -2.320  0.45
25 C -1.737 0.323 5.110  -1.18
26 Te -3.057 -4.101 1.689  -0.10
27 Pt -0.996 -0.635 2.318  3.51
28 C 1.260 3.021 -0.881  -0.46
29 H 3.855 -4.906 -3.548  0.46
30 C 1.244 -3.350 -1.881  -0.61
31 H 3.404 -3.191 -3.568  0.36
32 H 3.119 5.053 -1.000  0.37
33 H -2.904 -0.848 -0.301  -0.07
34 C 1.800 2.066 -0.036  -0.85
35 C -0.581 -1.724 -1.622  -1.07
36 H -2.455 -2.644 -3.552  0.44
37 H -0.329 -3.023 -3.284  0.74
38 C -2.499 4.785 -0.113  -2.37
39 C 0.561 -0.249 4.663  -0.82
40 H 0.589 0.818 4.462  0.30
41 H -2.767 0.017 4.984  0.40
42 H 3.956 -3.944 -2.068  0.31
43 C -2.141 3.637 0.834  2.45
44 Se -0.788 -3.192 2.048  -0.15
45 H 2.484 -5.609 -0.856  0.32
46 C -0.059 -1.355 -0.366  0.93
47 H -3.066 -1.036 -3.949  0.49
48 H 2.932 2.641 -3.888  0.47
49 H -3.933 -0.847 -1.735  0.49
50 C -3.038 -1.289 -1.283  -1.43
51 C 1.264 4.504 -2.941  -2.13
52 C 0.078 -2.721 -2.333  0.03
53 H -1.508 0.399 6.178  0.43
54 H 3.969 3.504 -1.046  0.31
55 C -3.177 2.534 0.636  -0.87
56 H -0.762 0.649 -3.043  0.05
57 H 0.177 -5.153 -3.783  0.39
58 H 0.892 -6.023 -1.497  0.35
59 H 1.862 4.798 -3.808  0.45
60 C 0.010 3.511 -0.537  -0.06
61 H -3.172 2.174 -0.396  0.12
62 Se -4.239 -2.488 3.166  -0.38
63 H 2.802 0.621 1.809  0.44
64 H 2.806 -1.296 1.209  0.57
65 O -0.660 -0.403 0.372  -0.04
66 H -4.183 2.896 0.876  0.64
67 H -2.950 1.695 1.283  -0.72
68 C 1.921 -4.492 -2.650  2.10
69 O -0.803 1.492 2.452  -1.27
70 H 1.167 -3.947 -4.626  0.40
71 H 0.886 -0.405 5.697  0.67
72 C 3.347 4.188 -1.628  -1.75
73 H -0.493 -2.773 4.656  0.32
74 C -1.083 -1.994 5.120  -1.03
75 H -3.223 4.559 2.467  0.47
76 C 2.055 3.507 -2.097  2.26
77 C -2.216 4.177 2.267  -1.37
78 C -0.184 2.062 1.359  -0.40
79 H -2.537 4.461 -1.156  0.40
80 C 3.371 -4.109 -2.975  -1.68
81 H -2.477 0.958 -2.716  0.55
82 H -1.589 1.282 4.620  0.21
83 H -1.794 5.617 -0.032  0.42
84 H 1.507 1.771 -3.289  0.14
85 H 1.733 -5.613 -4.478  0.45
86 H -3.491 5.162 0.151  0.47
87 H -2.131 -2.257 5.000  0.26
88 H -1.989 3.396 2.995  -0.10
89 H 1.026 5.412 -2.380  0.38
90 N -0.841 -0.682 4.487  0.13
91 C 1.758 -2.922 -0.676  -0.50
92 C -1.575 0.466 -2.334  -1.26
93 C 1.096 1.622 1.068  1.18
94 C -0.746 3.055 0.559  -0.39
95 C 1.200 -4.813 -3.959  -2.15
96 H -1.384 -1.440 -4.301  0.43
97 C 2.411 2.306 -2.986  -1.43

The HOMO-LUMO gap comes out at 5.987 eV. The largest force on an atom comes out at 1.80 eV/A. The energy relative to the best compared isomer or geometry (same formula, charge and spin) comes out at 35.79 kJ/mol.